(1)
Density functional theory data (ωB97M-V/def2-TZVPD) for a 11-piece molecular cluster, H22O11 overall at a distorted geometry.

Calculated values
LUMO level in eV: -0.04
HOMO in eV: -9.788
Kohn-Sham gap in Eh: 0.35811
Net charge: 0
Relative energy (zero: lowest compared OMol25 entry of this formula, charge and spin) in kJ/mol: 399.7
SMILES: O.O.O.O.O.O.O.O.O.O.O

Positions of all 33 atoms, in Å:
O  -0.17513  -0.41998  1.10218
H  -0.73232  -1.03507  1.59227
H  -0.79834  0.21005  0.72316
O  -1.13423  -3.50387  -1.06729
H  -0.93428  -4.42214  -0.85331
H  -0.39058  -3.01084  -0.70275
O  2.03185  -1.79270  1.86650
H  2.37561  -1.57675  2.74067
H  2.42851  -2.64725  1.66306
O  2.44300  0.28011  0.69420
H  2.81882  -0.57836  0.91953
H  1.51043  0.19504  0.92237
O  -1.42964  -4.25467  1.69920
H  -1.40931  -3.30196  1.55462
H  -1.94996  -4.35871  2.50383
O  -2.32745  -0.36192  -1.26948
H  -2.30124  0.54114  -1.60531
H  -2.15143  -0.90588  -2.04544
O  -0.23735  3.75156  -1.86480
H  -0.90078  3.99445  -1.20916
H  0.59862  3.82448  -1.39065
O  -0.26890  0.88040  2.92035
H  -1.18454  0.81032  2.62763
H  -0.01657  -0.02800  3.12069
O  1.22064  2.00746  -2.49051
H  1.35588  1.37572  -3.20577
H  0.64103  1.54445  -1.87515
O  -0.40524  0.34620  -3.46425
H  -0.39315  1.25321  -3.13838
H  -1.19543  0.30527  -4.01462
O  0.39669  3.16730  1.63512
H  0.91141  3.76211  1.07812
H  0.80365  3.24966  2.50494

Atomic forces in eV per Å
O -0.6 -1.6 -2.0
H 0.2 -0.1 -0.4
H 0.1 -0.1 -0.3
O 0.2 0.1 -0.1
H -0.1 0.1 0.1
H 0.0 0.1 -0.1
O 0.0 -1.5 0.8
H 0.0 0.1 0.0
H -0.1 -0.2 0.1
O 0.8 1.1 -0.6
H -0.4 0.5 -0.2
H 0.1 -0.1 0.0
O 0.0 0.1 0.4
H -0.1 -0.2 -0.3
H 0.1 -0.1 -0.1
O -0.3 0.2 0.1
H 0.0 -0.1 0.0
H 0.2 -0.1 0.2
O -0.9 0.6 0.7
H 0.0 0.2 0.0
H 0.0 -0.2 -0.3
O -0.4 1.0 2.4
H 0.2 0.2 0.3
H 0.1 0.4 0.0
O 0.7 -0.4 -0.3
H 0.5 -0.1 0.2
H 0.6 0.0 0.3
O -0.8 -0.4 -0.4
H -0.1 0.3 -0.3
H 0.1 -0.1 -0.1
O 0.0 0.5 -0.3
H 0.0 -0.1 0.1
H -0.1 -0.3 0.0

(2)
Density functional theory data (ωB97M-V/def2-TZVPD) for a 11-piece molecular cluster, H22O11 overall at a distorted geometry.

Calculated values
LUMO level in eV: -0.56
HOMO in eV: -9.571
Kohn-Sham gap in Eh: 0.33124
Net charge: 0
Relative energy (zero: lowest compared OMol25 entry of this formula, charge and spin) in kJ/mol: 318.4
SMILES: O.O.O.O.O.O.O.O.O.O.O

Positions of all 33 atoms, in Å:
O  0.38028  0.26408  -0.14108
H  1.24671  0.20370  0.27683
H  0.56067  0.11952  -1.07679
O  -3.00013  -2.39261  1.09576
H  -3.29611  -2.13550  0.21526
H  -2.32561  -3.06098  0.93055
O  -0.15674  -3.00044  -0.87815
H  0.25146  -3.87043  -0.95226
H  0.55722  -2.43206  -0.56801
O  3.81805  1.01542  -2.38160
H  3.24255  0.74064  -1.65890
H  3.45473  0.56764  -3.15392
O  -4.03662  -0.99232  -0.69208
H  -3.93754  -0.09099  -1.01886
H  -4.60873  -1.41581  -1.34194
O  -2.87084  0.44671  3.54274
H  -1.91011  0.41986  3.61541
H  -3.17775  0.33893  4.45004
O  -1.89512  1.12196  1.01124
H  -1.77724  0.93994  0.07211
H  -1.62577  2.04240  1.10733
O  3.58060  -1.56941  -0.67557
H  3.78460  -1.28612  0.22283
H  2.91037  -0.94354  -0.97233
O  -1.69318  1.12575  -1.86957
H  -1.19753  1.86680  -1.50329
H  -1.11237  0.36772  -1.73897
O  3.43680  0.72121  2.46165
H  3.18751  -0.10307  2.89456
H  4.19182  0.47924  1.91358
O  1.03159  3.32031  -0.89551
H  1.09457  3.68186  -1.78675
H  1.89190  3.50958  -0.50432

Atomic forces in eV per Å
O 0.6 -0.5 -0.4
H -0.1 0.2 0.3
H 0.3 0.1 0.0
O 0.5 -1.0 0.4
H 0.1 0.4 0.3
H 0.0 0.1 0.1
O 0.2 -0.1 -0.1
H -0.1 0.0 0.0
H -0.1 0.0 0.1
O -0.3 0.0 0.0
H 0.2 0.3 -0.1
H 0.1 0.0 0.0
O -0.7 0.4 -1.1
H 0.2 0.1 0.2
H 0.0 0.0 0.0
O 0.0 0.1 0.5
H -0.1 0.0 -0.3
H 0.0 0.0 -0.1
O -0.2 0.4 0.2
H -0.1 -0.1 0.3
H -0.1 -0.1 0.0
O -0.2 0.1 0.2
H 0.0 -0.1 0.0
H 0.1 -0.3 0.0
O 0.0 -0.1 -0.2
H 0.1 0.1 -0.1
H -0.4 0.0 -0.1
O 0.0 -0.3 -0.3
H 0.0 0.1 0.1
H 0.1 0.2 0.1
O 0.0 0.0 -0.2
H 0.0 0.0 0.0
H -0.1 0.0 0.1

(3)
Density functional theory data (ωB97M-V/def2-TZVPD) for H22O15STl as an isolated structure at a distorted geometry.

Calculated values
Spin multiplicity: 2
LUMO level (alpha / beta) in eV: -13.04 / -13.67
HOMO (alpha / beta) in eV: -17.554 / -17.451
Kohn-Sham gap (alpha / beta) in Eh: 0.16576 / 0.13906
Net charge: +2
<S²>: 1.7712

Positions of all 39 atoms, in Å:
Tl  -28.16219  -21.21940  14.18700
S  -27.25880  -17.69182  12.27974
O  -27.16071  -19.14575  12.59239
O  -28.17806  -17.05685  13.20046
O  -25.98412  -17.05385  12.52025
O  -27.77711  -17.49426  10.96210
O  -27.99801  -14.52418  13.45281
H  -27.81273  -14.59611  14.38915
H  -27.99029  -15.42759  13.13655
O  -24.49095  -15.34188  11.21827
H  -25.04631  -15.90040  11.76220
H  -24.06807  -14.74750  11.83805
O  -29.48468  -15.23659  10.23167
H  -28.91822  -15.93358  10.56266
H  -29.85628  -14.83584  11.01752
O  -26.22345  -16.49647  9.11422
H  -25.71089  -15.88354  9.64131
H  -26.83363  -16.89476  9.73493
O  -30.03603  -18.63620  10.14743
H  -29.21019  -18.20919  10.37519
H  -30.13864  -18.47540  9.20942
O  -25.75224  -21.49638  12.36784
H  -25.30627  -20.66342  12.21449
H  -25.11793  -22.16115  12.09959
O  -24.51075  -16.17028  14.36426
H  -25.06029  -16.44931  13.63189
H  -24.92456  -16.55715  15.13583
O  -26.88685  -19.75719  9.62222
H  -27.11082  -18.86350  9.88180
H  -26.39299  -20.10600  10.36429
O  -28.58114  -18.45973  15.16213
H  -28.88659  -17.89509  15.87215
H  -28.34159  -17.85448  14.46033
O  -24.06113  -19.05585  12.15816
H  -23.51412  -18.90655  12.92934
H  -24.76619  -18.41315  12.23597
O  -30.66608  -17.34373  12.50468
H  -29.76634  -17.12741  12.74944
H  -30.58409  -17.79760  11.66592

Atomic forces in eV per Å
Tl 0.2 0.0 0.0
S 0.0 -4.4 2.6
O 0.2 2.1 -0.6
O -1.8 1.0 0.2
O 1.4 0.5 -0.3
O -0.1 0.9 -2.9
O 0.0 0.8 -0.3
H 0.0 0.3 0.4
H 0.1 0.0 0.1
O -0.3 -0.2 -0.5
H 0.1 0.1 -0.1
H 0.3 0.5 -0.2
O -0.4 -0.5 -0.1
H 0.5 -0.2 0.1
H -0.2 0.7 0.4
O 0.3 -0.4 -2.0
H 1.5 1.3 0.8
H -1.2 -0.6 1.0
O -0.4 0.1 0.9
H 0.4 -0.2 -0.3
H -0.5 0.0 -0.4
O -0.7 -0.1 0.0
H 0.6 0.5 0.2
H 0.2 -0.4 0.0
O 1.2 0.8 0.6
H -0.8 -0.5 -1.0
H -0.2 -0.3 1.0
O 0.1 0.0 -1.0
H -0.3 0.3 0.2
H 0.4 -0.6 0.6
O -0.2 -1.0 0.8
H -0.2 -0.1 0.5
H 0.1 0.1 0.1
O -0.3 -0.4 -0.3
H 0.5 -0.1 0.2
H 0.1 0.2 0.0
O -2.4 0.9 1.0
H 2.3 0.6 1.1
H -0.4 -1.5 -2.7

(4)
Density functional theory data (ωB97M-V/def2-TZVPD) for a 12-piece molecular cluster, H23O12 overall at a distorted geometry.

Calculated values
LUMO level in eV: 2.58
HOMO in eV: -6.480
Kohn-Sham gap in Eh: 0.33278
Net charge: -1
Relative energy (zero: lowest compared OMol25 entry of this formula, charge and spin) in kJ/mol: 229.5

Positions of all 35 atoms, in Å:
O  -0.90426  1.20020  -0.61789
H  -1.16811  1.92826  -1.16825
H  0.22278  0.81879  -1.32977
O  2.62839  -2.98420  -1.34336
H  2.50852  -2.60585  -2.22439
H  2.73780  -2.12656  -0.91085
O  -0.61112  2.32946  1.97553
H  -0.58663  2.30073  1.00521
O  1.28754  -1.30312  3.69883
H  0.43659  -0.84270  3.62246
H  1.81104  -0.50581  3.61222
O  -0.23112  -1.26441  0.27678
H  -0.36002  -0.35582  -0.09281
H  0.75519  3.43620  -1.03770
O  -3.51595  -1.55034  1.97902
H  -3.52892  -0.60093  1.87015
H  -0.35333  1.48653  2.34525
O  3.47418  -0.79753  -2.49761
H  2.70517  -0.19456  -2.44566
H  3.91866  -0.75562  -1.64652
O  0.35961  3.21841  -1.88462
H  0.85882  2.44691  -2.19595
H  -2.66029  -1.96488  1.86112
O  -3.72686  1.66336  1.59157
H  -3.63700  0.97185  0.94021
H  -3.09272  2.38163  1.54266
O  -3.07115  -1.33755  -1.35512
H  -2.34556  -0.80504  -1.56482
H  -3.05090  -1.56931  -0.42881
O  2.67927  -0.49936  0.30656
H  1.96783  -0.06557  -0.18383
H  2.41951  -0.74514  1.19371
O  0.92069  0.36793  -2.03206
H  0.58412  -1.63155  -0.05153
H  0.56820  -0.04442  -2.80971

Atomic forces in eV per Å
O 0.6 -0.5 0.7
H -0.2 0.4 -0.3
H -1.4 -0.3 -0.6
O -0.4 0.1 -0.1
H 0.1 -0.5 -0.2
H 0.1 -0.3 0.7
O 0.0 1.2 0.7
H 0.0 -1.2 -0.2
O -0.6 0.9 -0.1
H -0.4 -0.9 0.0
H 1.0 0.0 0.1
O -0.7 0.5 0.6
H -0.2 -0.6 0.1
H 0.0 -0.1 0.1
O -1.0 -0.9 0.1
H 0.8 0.2 0.2
H -0.1 -0.3 -0.6
O 0.1 0.6 -0.8
H 0.2 -0.1 0.3
H -0.1 0.2 0.0
O 0.4 0.6 -0.5
H -0.2 -0.1 0.1
H 0.4 0.7 -0.2
O -1.3 0.0 1.1
H 0.8 0.6 -0.8
H 0.6 -0.6 -0.6
O -2.4 -1.4 -0.3
H 1.9 1.4 0.1
H 0.4 0.1 0.3
O 1.0 0.0 -0.4
H -0.3 -0.1 0.3
H -0.6 0.0 0.0
O 1.9 0.6 0.5
H 0.3 -0.2 -0.4
H -0.8 -0.2 -0.1

Here are the calculated total energy numbers, same order: -22877.3711; -22878.2136; -46572.0374; -24945.6296 (eV).